Record 1
This record from the Open Molecules 2025 dataset describes a molecular structure, C7H9O5PV in a non-equilibrium geometry. The level of theory is ωB97M-V/def2-TZVPD.

CARTESIAN COORDINATES (ANGSTROEM)
1 V 2.20 -0.83 -0.93
2 O 0.04 -3.15 -0.96
3 C 0.81 -2.29 -0.94
4 C 1.64 0.49 -2.13
5 O 1.30 1.32 -2.89
6 C 2.72 -0.35 0.85
7 O 3.09 -0.07 1.92
8 C 3.65 -1.73 -1.75
9 O 4.55 -2.28 -2.25
10 C -1.41 1.87 1.77
11 P -0.88 0.61 0.61
12 C -1.61 -0.94 1.17
13 C -1.62 0.99 -0.98
14 O 0.63 0.55 0.55
15 H -1.32 2.86 1.31
16 H -0.77 1.83 2.66
17 H -2.45 1.69 2.06
18 H -2.67 -0.77 1.39
19 H -1.50 -1.71 0.39
20 H -1.09 -1.27 2.07
21 H -1.01 1.72 -1.52
22 H -1.68 0.07 -1.57
23 H -2.63 1.39 -0.82

Computed properties:
- Multiplicity: 3
- Relative energy (zero: lowest compared OMol25 entry of this formula, charge and spin): 208.7 kJ/mol
- Molar mass: 255.06 g/mol
- Net charge: +3
- LUMO (alpha / beta): -14.92 / -17.45 eV

Calculated atomic charges, method Mulliken, unit e:
1 V -0.055
2 O -0.068
3 C 0.528
4 C 0.532
5 O -0.086
6 C 0.680
7 O -0.087
8 C 0.541
9 O 0.001
10 C -1.038
11 P 0.831
12 C -0.943
13 C -1.094
14 O -0.354
15 H 0.404
16 H 0.402
17 H 0.433
18 H 0.413
19 H 0.333
20 H 0.434
21 H 0.380
22 H 0.408
23 H 0.404

***

Record 2
This record from the Open Molecules 2025 dataset describes 15 unconnected molecules or ions with the total composition C80H129N14O16 in a non-equilibrium geometry. The level of theory is ωB97M-V/def2-TZVPD.

CARTESIAN COORDINATES (ANGSTROEM)
1 C -2.98 3.89 4.96
2 C -3.44 4.27 3.57
3 C -4.88 4.97 3.87
4 C -5.22 6.01 2.95
5 C -4.06 7.04 2.81
6 C -2.76 6.46 2.18
7 N -2.40 5.16 2.98
8 O -1.09 4.57 2.81
9 C -1.68 7.47 2.21
10 C -3.08 5.93 0.71
11 C -3.69 3.03 2.62
12 H -3.80 3.34 5.41
13 H -2.77 4.78 5.56
14 H -2.03 3.36 4.82
15 H -4.91 5.35 4.89
16 H -5.63 4.18 3.90
17 H -6.13 6.49 3.30
18 H -5.33 5.46 2.02
19 H -3.79 7.46 3.78
20 H -4.43 7.82 2.14
21 H -1.76 8.13 3.07
22 H -1.75 8.12 1.34
23 H -0.67 7.08 2.16
24 H -3.79 6.55 0.17
25 H -3.52 4.94 0.63
26 H -2.20 5.86 0.07
27 H -3.96 3.33 1.61
28 H -4.29 2.27 3.12
29 H -2.95 2.26 2.39
30 C 5.07 2.08 -4.20
31 C 4.30 2.07 -2.82
32 C 3.24 1.00 -2.54
33 C 3.76 -0.45 -2.83
34 C 5.24 -0.64 -2.47
35 C 5.86 0.42 -1.44
36 N 5.26 1.82 -1.70
37 O 5.88 2.96 -1.24
38 C 7.39 0.43 -1.82
39 C 5.53 -0.05 -0.03
40 C 3.57 3.49 -2.63
41 H 6.04 2.58 -4.29
42 H 4.33 2.39 -4.94
43 H 5.52 1.12 -4.42
44 H 2.36 1.26 -3.12
45 H 2.96 0.99 -1.48
46 H 3.69 -0.61 -3.91
47 H 3.15 -1.32 -2.56
48 H 5.87 -0.62 -3.36
49 H 5.31 -1.66 -2.10
50 H 7.96 0.93 -1.05
51 H 7.71 1.04 -2.67
52 H 7.70 -0.61 -1.88
53 H 4.46 -0.18 0.12
54 H 5.82 0.60 0.80
55 H 5.98 -1.01 0.19
56 H 3.02 3.64 -3.56
57 H 4.31 4.29 -2.69
58 H 2.78 3.51 -1.88
59 C 7.52 -7.68 1.56
60 N 6.35 -7.60 0.67
61 C 5.35 -6.81 1.03
62 C 4.16 -6.83 0.20
63 C 4.12 -7.56 -0.94
64 C 5.18 -8.38 -1.24
65 C 6.31 -8.48 -0.42
66 C 2.84 -7.56 -1.74
67 C 2.01 -6.41 -1.86
68 C 0.98 -6.30 -2.78
69 N 0.63 -7.44 -3.44
70 C 1.32 -8.59 -3.35
71 C 2.41 -8.70 -2.46
72 C -0.62 -7.42 -4.36
73 H 7.65 -8.69 1.97
74 H 7.18 -7.19 2.47
75 H 8.36 -7.19 1.07
76 H 5.43 -6.06 1.80
77 H 3.45 -6.11 0.58
78 H 5.24 -8.92 -2.17
79 H 7.22 -9.06 -0.50
80 H 2.34 -5.59 -1.24
81 H 0.33 -5.44 -2.84
82 H 0.93 -9.46 -3.86
83 H 2.89 -9.67 -2.54
84 H -0.73 -8.41 -4.82
85 H -0.39 -6.65 -5.10
86 H -1.50 -7.22 -3.74
87 C -8.90 -9.25 -2.02
88 N -7.96 -8.28 -2.42
89 C -8.47 -7.13 -2.80
90 C -7.60 -6.16 -3.18
91 C -6.21 -6.36 -3.35
92 C -5.77 -7.62 -2.98
93 C -6.65 -8.57 -2.52
94 C -5.34 -5.26 -3.65
95 C -4.53 -4.73 -2.65
96 C -3.75 -3.61 -2.78
97 N -3.80 -2.98 -3.96
98 C -4.66 -3.30 -4.96
99 C -5.45 -4.42 -4.80
100 C -2.79 -1.93 -4.25
101 H -9.59 -8.81 -1.30
102 H -8.37 -10.07 -1.53
103 H -9.33 -9.62 -2.96
104 H -9.55 -7.13 -2.79
105 H -7.96 -5.17 -3.44
106 H -4.78 -8.02 -3.13
107 H -6.34 -9.57 -2.24
108 H -4.60 -5.07 -1.63
109 H -3.05 -3.36 -2.00
110 H -4.62 -2.67 -5.84
111 H -6.03 -4.80 -5.63
112 H -2.22 -1.70 -3.36
113 H -3.34 -1.02 -4.52
114 H -2.08 -2.26 -5.01
115 C 1.00 5.91 9.16
116 C -0.31 5.49 8.45
117 N -0.05 5.06 7.08
118 C 0.33 3.85 6.62
119 C 0.94 4.00 5.36
120 N 0.95 5.34 5.10
121 C 0.34 6.00 6.16
122 C 1.59 6.02 4.00
123 H 1.89 5.36 8.85
124 H 0.82 5.96 10.24
125 H 1.16 6.94 8.83
126 H -0.94 6.37 8.39
127 H -0.78 4.60 8.87
128 H 0.30 2.95 7.23
129 H 1.34 3.25 4.69
130 H 0.29 7.08 6.21
131 H 1.54 7.11 4.06
132 H 1.23 5.64 3.05
133 H 2.66 5.80 4.05
134 C -4.28 4.95 -8.61
135 C -5.19 4.05 -7.70
136 N -4.66 3.90 -6.35
137 C -3.38 3.45 -6.01
138 C -3.23 3.40 -4.61
139 N -4.48 3.89 -4.13
140 C -5.28 4.25 -5.22
141 C -4.89 4.05 -2.75
142 H -3.62 5.62 -8.06
143 H -4.88 5.46 -9.36
144 H -3.67 4.22 -9.15
145 H -5.39 3.07 -8.13
146 H -6.07 4.67 -7.53
147 H -2.61 3.27 -6.74
148 H -2.38 3.16 -3.98
149 H -6.26 4.70 -5.07
150 H -5.74 4.72 -2.62
151 H -4.13 4.36 -2.04
152 H -5.10 3.04 -2.38
153 C 0.11 1.20 2.13
154 C -0.08 1.86 0.71
155 N 0.01 0.87 -0.38
156 C -0.24 1.10 -1.70
157 C -0.36 -0.14 -2.37
158 N 0.14 -1.06 -1.54
159 C 0.43 -0.44 -0.32
160 C 0.01 -2.50 -1.71
161 H -0.62 0.43 2.37
162 H 0.12 2.08 2.76
163 H 1.07 0.67 2.18
164 H 0.59 2.72 0.60
165 H -1.05 2.35 0.63
166 H -0.56 2.09 -2.00
167 H -0.64 -0.38 -3.39
168 H 0.84 -0.95 0.53
169 H -0.75 -2.85 -1.02
170 H 0.99 -2.92 -1.49
171 H -0.16 -2.68 -2.77
172 C 3.73 -0.18 4.11
173 C 3.27 -1.46 4.80
174 N 3.13 -1.40 6.28
175 C 3.96 -0.60 7.11
176 C 3.32 -0.58 8.37
177 N 2.28 -1.41 8.36
178 C 2.15 -1.90 7.09
179 C 1.57 -1.76 9.64
180 H 3.97 -0.33 3.06
181 H 4.69 0.13 4.52
182 H 3.09 0.69 4.27
183 H 4.01 -2.24 4.63
184 H 2.33 -1.86 4.40
185 H 4.82 -0.11 6.69
186 H 3.71 -0.03 9.22
187 H 1.40 -2.57 6.68
188 H 1.95 -2.69 10.06
189 H 0.50 -1.84 9.42
190 H 1.77 -1.02 10.41
191 C 0.70 5.49 -1.53
192 C -0.23 4.85 -2.54
193 O 0.08 4.90 -3.74
194 O -1.39 4.52 -2.07
195 H 0.96 4.74 -0.78
196 H 0.21 6.16 -0.84
197 H 1.52 6.06 -1.97
198 C -3.58 0.02 0.15
199 C -4.12 -0.30 -1.28
200 O -3.76 0.49 -2.18
201 O -5.01 -1.12 -1.48
202 H -3.34 -0.94 0.60
203 H -4.34 0.46 0.80
204 H -2.76 0.73 0.19
205 C -0.30 0.26 5.92
206 C -0.89 -0.44 7.18
207 O -1.06 0.28 8.15
208 O -1.04 -1.68 7.27
209 H 0.51 0.84 6.37
210 H -1.02 0.96 5.50
211 H -0.05 -0.39 5.08
212 C 2.06 -2.29 -5.90
213 C 1.55 -3.28 -4.90
214 O 2.31 -3.46 -3.98
215 O 0.34 -3.60 -4.97
216 H 2.13 -3.00 -6.73
217 H 3.05 -1.83 -5.91
218 H 1.38 -1.45 -5.89
219 C 0.66 1.57 -5.84
220 C -0.65 0.95 -6.44
221 O -1.34 0.16 -5.73
222 O -0.95 1.24 -7.62
223 H 0.56 2.00 -4.84
224 H 1.18 2.32 -6.44
225 H 1.36 0.74 -5.82
226 C 3.63 -3.14 1.33
227 C 2.40 -3.65 2.00
228 O 1.41 -2.81 2.19
229 O 2.38 -4.83 2.42
230 H 4.07 -2.45 2.05
231 H 3.39 -2.59 0.42
232 H 4.38 -3.91 1.11
233 C 5.01 3.16 2.59
234 C 3.57 2.96 2.05
235 O 3.49 2.44 0.91
236 O 2.59 3.24 2.77
237 H 5.10 4.14 3.07
238 H 5.74 3.08 1.79
239 H 5.19 2.40 3.35

Computed properties:
- Molar mass: 1542.99 g/mol
- Net charge: +3
- LUMO: -8.57 eV

Results of the Mulliken charge analysis, in e, for atoms 1 through 99:
1 C -1.907
2 C 1.961
3 C -1.396
4 C -0.650
5 C -1.238
6 C 1.602
7 N -0.177
8 O 0.997
9 C -1.690
10 C -1.018
11 C -1.764
12 H 0.592
13 H 0.534
14 H 0.007
15 H 0.520
16 H 0.438
17 H 0.451
18 H 0.339
19 H 0.487
20 H 0.465
21 H 0.355
22 H 0.458
23 H 0.196
24 H 0.448
25 H -0.186
26 H 0.219
27 H 0.407
28 H 0.581
29 H 0.023
30 C -1.591
31 C 1.660
32 C 0.044
33 C 0.091
34 C -1.816
35 C 1.199
36 N 1.071
37 O -0.329
38 C -1.633
39 C -1.316
40 C -1.727
41 H 0.372
42 H 0.377
43 H 0.324
44 H 0.289
45 H -0.431
46 H -0.223
47 H 0.157
48 H 0.525
49 H 0.625
50 H 0.413
51 H 0.355
52 H 0.374
53 H 0.008
54 H 0.340
55 H 0.611
56 H 0.523
57 H 0.575
58 H 0.084
59 C -1.056
60 N 0.011
61 C -0.264
62 C -0.628
63 C 0.874
64 C -0.699
65 C -0.432
66 C 0.647
67 C -0.392
68 C -0.610
69 N 0.151
70 C -0.104
71 C -0.789
72 C -0.886
73 H 0.431
74 H 0.362
75 H 0.356
76 H 0.471
77 H 0.446
78 H 0.539
79 H 0.488
80 H 0.536
81 H 0.535
82 H 0.346
83 H 0.492
84 H 0.314
85 H 0.353
86 H 0.362
87 C -1.010
88 N -0.051
89 C -0.393
90 C -0.648
91 C 0.549
92 C -0.755
93 C 0.005
94 C 1.076
95 C -1.298
96 C 0.135
97 N 0.487
98 C -0.252
99 C -0.943

***

Question: Which formula does entry 2 have?
Answer: C80H129N14O16